Model one:
{
  "formula": "C5H13NO2",
  "method": "ωB97M-V/def2-TZVPD",
  "gap_ev": 9.24,
  "homo_energy_ev": -8.8,
  "mol_weight_g_mol": 119.2,
  "species": ["O", "O", "N", "C", "C", "C", "C", "C", "H", "H", "H", "H", "H", "H", "H", "H", "H", "H", "H", "H", "H"],
  "positions_angstrom": [[1.71, 0.79, 1.69], [-0.71, 0.18, -2.63], [0.93, -0.40, -0.84], [1.16, -0.11, 2.64], [-0.85, -2.00, -0.14], [-0.86, 1.52, -0.48], [-1.59, -1.10, -0.60], [-0.28, 0.35, -1.29], [-2.55, -0.70, -0.86], [-0.79, -2.98, 0.29], [-1.94, 1.42, -0.37], [-0.47, 0.96, -3.14], [1.16, 0.40, 3.61], [0.39, -1.41, -0.32], [0.83, 0.90, -1.38], [1.76, -1.02, 2.74], [1.67, 0.36, 0.82], [-0.66, 2.48, -0.95], [-0.40, 1.53, 0.51], [1.36, -0.80, -1.67], [0.13, -0.39, 2.40]]
}

=====

Model two:
{
  "formula": "C5H13NO2",
  "method": "ωB97M-V/def2-TZVPD",
  "gap_ev": 10.19,
  "homo_energy_ev": -9.6,
  "mol_weight_g_mol": 119.2,
  "smiles": "CC(=O)NC(C)C.O",
  "species": ["O", "O", "N", "C", "C", "C", "C", "C", "H", "H", "H", "H", "H", "H", "H", "H", "H", "H", "H", "H", "H"],
  "positions_angstrom": [[2.90, -0.35, -0.04], [-4.64, -1.29, 1.08], [0.77, 0.33, 0.28], [0.16, -0.53, -0.74], [0.38, 0.08, -2.11], [2.10, 0.39, 0.51], [2.56, 1.47, 1.47], [-1.32, -0.71, -0.36], [-0.28, -0.36, -2.87], [2.91, 0.96, 2.37], [-4.14, -2.03, 1.44], [0.67, -1.48, -0.62], [0.22, 1.16, -2.10], [0.20, 1.01, 0.77], [-1.78, 0.28, -0.34], [-1.34, -1.25, 0.59], [3.49, 1.87, 1.09], [1.40, -0.10, -2.47], [-4.29, -0.49, 1.50], [1.84, 2.25, 1.73], [-1.82, -1.21, -1.18]]
}

=====

Which structure is most stable? model two, by 729.7 kJ/mol over the runner-up.

=====

Model one:
{
  "formula": "C5H13NO2",
  "method": "ωB97M-V/def2-TZVPD",
  "gap_ev": 9.20,
  "homo_energy_ev": -8.4,
  "mol_weight_g_mol": 119.2,
  "smiles": "C[C@@H](C=O)N(C)C.O",
  "species": ["O", "O", "N", "C", "C", "C", "C", "C", "H", "H", "H", "H", "H", "H", "H", "H", "H", "H", "H", "H", "H"],
  "positions_angstrom": [[2.68, 1.55, -1.82], [1.50, 0.36, 1.99], [-0.73, -0.89, -0.49], [0.68, -0.33, 1.45], [-1.13, -0.39, -1.81], [-0.29, 0.20, 0.38], [-1.36, 1.14, 0.92], [-1.58, -1.88, 0.16], [-1.81, 1.67, 0.08], [-0.23, -0.13, -2.36], [-1.92, -2.61, -0.57], [3.33, 1.21, -1.19], [0.50, -1.40, 1.64], [-0.96, 1.82, 1.67], [-0.98, -2.43, 0.89], [-2.13, 0.56, 1.44], [-1.71, -1.15, -2.32], [-1.70, 0.55, -1.79], [-2.32, -1.43, 0.83], [2.98, 1.32, -2.68], [0.42, 0.86, -0.15]]
}

=====

Model two:
{
  "formula": "C5H13NO2",
  "method": "ωB97M-V/def2-TZVPD",
  "gap_ev": 8.73,
  "homo_energy_ev": -8.2,
  "mol_weight_g_mol": 119.2,
  "smiles": "C=C(O)O.CC(C)N",
  "species": ["O", "O", "N", "C", "C", "C", "C", "C", "H", "H", "H", "H", "H", "H", "H", "H", "H", "H", "H", "H", "H"],
  "positions_angstrom": [[-0.85, 0.50, -2.43], [0.33, 2.09, -1.33], [0.45, -2.14, -0.11], [-0.73, 1.21, -1.26], [1.93, -0.53, 0.97], [-1.83, 1.43, -0.50], [-0.54, -0.65, 1.53], [0.52, -0.84, 0.49], [1.13, -2.26, -0.85], [0.01, 0.48, -2.86], [-1.49, -0.37, 0.98], [0.09, 2.93, -0.92], [-1.86, 2.25, 0.19], [2.64, -0.57, 0.14], [1.97, 0.45, 1.42], [-0.36, 0.21, 2.16], [0.21, 0.02, -0.33], [2.23, -1.27, 1.71], [-0.47, -2.34, -0.48], [-2.75, 0.92, -0.73], [-0.64, -1.53, 2.17]]
}

=====

Which structure is most stable? model one, by 38.1 kJ/mol over the runner-up.

=====

Model one:
{
  "formula": "C5H13NO2",
  "method": "ωB97M-V/def2-TZVPD",
  "gap_ev": 10.82,
  "homo_energy_ev": -10.1,
  "mol_weight_g_mol": 119.2,
  "smiles": "CCCCC(N)=O.O",
  "species": ["O", "O", "N", "C", "C", "C", "C", "C", "H", "H", "H", "H", "H", "H", "H", "H", "H", "H", "H", "H", "H"],
  "positions_angstrom": [[-0.58, -0.75, -1.14], [-2.22, 1.89, -1.87], [-1.60, -2.36, 0.00], [-0.80, -1.24, -0.05], [0.62, 0.56, 1.14], [1.93, 0.48, 0.38], [2.73, 1.76, 0.62], [0.00, -0.85, 1.19], [2.25, 2.74, 0.52], [2.40, -0.46, 0.65], [3.50, 1.85, -0.16], [1.62, 0.45, -0.66], [-2.20, 1.14, -2.49], [-1.65, -2.95, -0.83], [-0.68, -0.87, 2.09], [-0.12, 1.31, 0.90], [-1.29, 1.75, -1.59], [-1.78, -2.95, 0.80], [3.31, 1.57, 1.51], [0.88, 0.88, 2.16], [0.77, -1.59, 1.42]]
}

=====

Model two:
{
  "formula": "C5H13NO2",
  "method": "ωB97M-V/def2-TZVPD",
  "gap_ev": [8.58, 7.53],
  "homo_energy_ev": [-8.7, -8.1],
  "mol_weight_g_mol": 119.2,
  "species": ["O", "O", "N", "C", "C", "C", "C", "C", "H", "H", "H", "H", "H", "H", "H", "H", "H", "H", "H", "H", "H"],
  "positions_angstrom": [[-1.39, 0.88, 2.20], [-1.87, 0.42, -1.13], [-0.68, 0.83, -0.52], [-1.72, 2.03, 1.66], [2.02, -0.04, -0.89], [0.74, -0.84, -0.78], [-0.36, -0.07, 0.49], [0.92, -2.23, -0.19], [-1.82, 0.81, -2.01], [-1.06, -0.85, 0.75], [-2.80, 2.16, 1.43], [1.59, -2.80, -0.86], [0.22, -0.91, -1.73], [2.55, -0.02, 0.06], [0.43, 0.24, 1.15], [-1.31, 1.96, 0.44], [1.82, 0.97, -1.22], [1.38, -2.19, 0.80], [2.67, -0.52, -1.63], [-0.02, -2.78, -0.12], [-1.29, 2.95, 2.12]]
}

=====

Which structure is most stable? model one, by 622.9 kJ/mol over the runner-up.